(1)
Formula: C32H70BCl2InN3O8
Source: the Open Molecules 2025 dataset
Level of theory: ωB97M-V/def2-TZVPD

calculated total energy	-3162.89681	a.u.
charge	-1
highest occupied orbital energy	-4.967	eV
lowest unoccupied orbital energy	2.29	eV

Last column: Löwdin charge in e.
Geometry (Å):
C (-2.82316, 0.50142, 0.50528)  -0.1609
C (-1.37015, 0.06794, 0.35028)  -0.8345
Cl (-1.07052, -1.62638, 0.75955)  0.6679
C (-0.36010, 0.83462, -0.05030)  -0.6795
Cl (-0.78730, 2.55674, -0.39127)  0.5480
In (1.81171, 0.29705, -0.36867)  0.7489
C (2.28293, -1.89030, -0.26677)  -0.2759
C (1.59240, -2.78068, -1.33235)  -0.3065
C (1.47454, -2.14858, -2.73754)  -0.2049
C (0.11516, -1.45167, -2.90030)  -0.2287
N (-0.25933, -1.29021, -4.35653)  0.0165
C (-1.68972, -0.96772, -4.39243)  -0.5327
N (-2.43134, -1.54196, -5.25257)  0.1183
N (-2.28422, -0.03892, -3.49785)  0.1065
B (2.50047, 1.35781, -2.27287)  -0.6815
O (3.81262, 1.36280, -2.71651)  0.0735
O (1.61922, 2.09272, -3.07268)  0.0481
C (2.96738, 1.25533, 1.32021)  -0.2379
C (3.29671, 2.59783, 1.16702)  -0.1540
C (4.03725, 3.29798, 2.10771)  -0.1080
C (4.44924, 2.59609, 3.23288)  -0.1356
C (4.10694, 1.28039, 3.42207)  -0.1319
C (3.36541, 0.58650, 2.47617)  -0.1436
H (-3.06387, 1.34086, -0.15101)  0.0411
H (-3.51016, -0.31088, 0.22627)  0.0639
H (-2.97294, 0.76320, 1.56388)  0.0581
H (1.96204, -2.26986, 0.72100)  0.0165
H (3.37637, -2.01523, -0.27130)  0.0131
H (2.22170, -3.68450, -1.45585)  0.0898
H (0.61217, -3.16252, -1.01994)  0.0681
H (2.32858, -1.51911, -3.02027)  0.1038
H (1.46104, -2.98235, -3.45968)  0.0949
H (0.07920, -0.45848, -2.44027)  0.0562
H (-0.63464, -2.13951, -2.48504)  0.1081
H (0.18395, -0.39977, -4.61087)  0.1115
H (-1.80260, -2.13981, -5.79216)  0.0348
H (-1.63703, 0.67165, -3.17944)  0.0664
H (-2.73459, -0.50225, -2.71875)  0.0820
H (4.28003, 0.58027, -2.41093)  0.0735
H (0.75050, 1.89690, -2.70394)  0.0121
H (2.96331, 3.13112, 0.27206)  0.0867
H (4.31308, 4.34051, 1.95961)  0.0941
H (5.05817, 3.12487, 3.96975)  0.0905
H (4.43745, 0.73572, 4.30922)  0.0969
H (3.08686, -0.45862, 2.60653)  0.0908
C (-0.22306, 1.50400, 4.00487)  -0.0370
C (0.20431, 0.45997, 5.02617)  -0.4830
C (-0.79848, 0.34102, 6.16652)  -0.0623
O (1.48661, 0.80286, 5.55259)  -0.0599
H (-0.29232, 2.49276, 4.46955)  0.0845
H (0.51334, 1.57766, 3.20179)  0.0748
H (-1.19344, 1.25742, 3.56656)  0.0630
H (0.31222, -0.50804, 4.53338)  0.1405
H (-0.88597, 1.28953, 6.70740)  0.0782
H (-0.46202, -0.40799, 6.88685)  0.0763
H (-1.78913, 0.05424, 5.80417)  0.0494
H (1.40588, 1.65723, 5.98901)  0.0828
C (-3.70802, -2.75840, 3.45900)  -0.0618
C (-4.36905, -1.56572, 4.12507)  -0.4796
C (-5.41506, -0.93382, 3.22043)  -0.0574
O (-3.36284, -0.60584, 4.45189)  -0.0721
H (-3.20119, -2.43535, 2.54686)  0.0392
H (-2.94984, -3.19243, 4.11336)  0.0814
H (-4.43254, -3.53474, 3.20392)  0.0786
H (-4.83591, -1.87261, 5.06333)  0.1356
H (-4.96101, -0.57628, 2.29355)  0.0632
H (-5.86760, -0.06921, 3.70474)  0.0641
H (-6.20323, -1.64759, 2.96945)  0.0807
H (-2.94011, -0.33201, 3.62879)  0.0627
C (1.42530, 5.58175, -4.34500)  -0.0635
C (2.40961, 6.49654, -3.63295)  -0.5022
C (3.46696, 7.02136, -4.59446)  -0.0717
O (3.03741, 5.79027, -2.56734)  -0.0511
H (1.93814, 4.71128, -4.76159)  0.0811
H (0.67929, 5.20462, -3.64487)  0.0789
H (0.91162, 6.10533, -5.15512)  0.0747
H (1.87451, 7.33541, -3.18342)  0.1341
H (4.04431, 6.19581, -5.01960)  0.0801
H (4.17223, 7.66932, -4.07095)  0.0742
H (3.01405, 7.58654, -5.41204)  0.0738
H (3.51394, 5.04121, -2.94405)  0.0891
C (-6.75907, 4.31609, 1.79957)  -0.0647
C (-6.90711, 3.17165, 2.79118)  -0.4977
C (-6.96564, 3.68512, 4.22245)  -0.0649
O (-5.81340, 2.26930, 2.64978)  -0.0627
H (-5.83132, 4.86582, 1.98065)  0.0821
H (-6.70993, 3.93357, 0.77928)  0.0796
H (-7.59612, 5.01349, 1.87118)  0.0769
H (-7.81380, 2.60699, 2.56665)  0.1376
H (-6.04439, 4.21483, 4.48014)  0.0818
H (-7.06343, 2.85441, 4.92296)  0.0773
H (-7.80879, 4.36388, 4.36575)  0.0766
H (-5.00265, 2.75293, 2.84502)  0.0925
C (7.54637, -4.45145, -0.72521)  -0.0708
C (6.72704, -3.17497, -0.59679)  -0.4988
C (6.41623, -2.86189, 0.85964)  -0.0593
O (5.51147, -3.30886, -1.32708)  -0.0592
H (6.99381, -5.30606, -0.32426)  0.0787
H (7.75450, -4.66856, -1.77430)  0.0752
H (8.49503, -4.36903, -0.19077)  0.0753
H (7.27381, -2.34218, -1.04241)  0.1373
H (5.82778, -3.66663, 1.30990)  0.0830
H (5.82210, -1.95010, 0.93734)  0.0772
H (7.33144, -2.73246, 1.44117)  0.0773
H (5.01319, -4.04008, -0.94557)  0.0845
C (-1.62295, -6.79264, -4.85349)  -0.0687
C (-1.52281, -5.80275, -3.70171)  -0.4959
C (-2.72673, -4.87566, -3.66636)  -0.0626
O (-0.32968, -5.03256, -3.83024)  -0.0588
H (-1.65253, -6.26681, -5.81204)  0.0795
H (-0.74889, -7.44581, -4.87343)  0.0755
H (-2.51905, -7.41080, -4.76826)  0.0754
H (-1.44762, -6.34584, -2.75785)  0.1366
H (-2.79024, -4.28910, -4.58646)  0.0654
H (-2.63616, -4.16590, -2.84249)  0.0757
H (-3.65743, -5.43418, -3.54461)  0.0773
H (-0.37673, -4.54086, -4.65858)  0.0814

***

(2)
Formula: C5H6O2S
Source: the Open Molecules 2025 dataset
Level of theory: ωB97M-V/def2-TZVPD

calculated total energy	-742.71489	a.u.
relative energy (zero: lowest compared OMol25 entry of this formula, charge and spin)	1.905	eV
SMILES	O=C1CC=CS[C@H]1O
highest occupied orbital energy	-8.596	eV
lowest unoccupied orbital energy	0.46	eV

Last column: Löwdin charge in e.
Geometry (Å):
O (0.39216, -2.32685, 0.23695)  0.1115
C (0.06230, -1.21786, -0.07132)  -0.3261
C (-1.25410, -0.41049, 0.03050)  -0.1157
C (-1.22267, 1.04118, 0.37415)  -0.1970
C (-0.21231, 1.85658, 0.23352)  -0.5270
S (1.48757, 1.61448, -0.03243)  0.9338
C (1.29478, -0.33048, -0.42549)  -0.4384
O (2.44312, -0.93024, 0.13050)  -0.1040
H (-2.04597, -1.03274, 0.49264)  0.1216
H (-1.87058, -0.50928, -0.93319)  0.1493
H (-2.19801, 1.49608, 0.52008)  0.1069
H (-0.47668, 2.93859, 0.29268)  0.0769
H (1.36684, -0.45377, -1.49639)  0.1104
H (2.23356, -1.73520, 0.64781)  0.0978

***

(3)
Formula: C23H53N6O21Rb2
Source: the Open Molecules 2025 dataset
Level of theory: ωB97M-V/def2-TZVPD

calculated total energy	-2864.16353	a.u.
charge	+3
highest occupied orbital energy	-14.524	eV
lowest unoccupied orbital energy	-7.71	eV

Last column: Löwdin charge in e.
Geometry (Å):
Rb (-0.43608, -0.04213, -0.17872)  0.8060
Rb (-4.15156, 1.59490, -1.67618)  0.9080
C (0.05671, 4.33145, -1.82083)  0.0506
C (-0.08984, 5.40703, -2.87354)  -0.4236
O (-0.36598, 5.10940, -3.98472)  0.2147
N (-0.08810, 6.75570, -2.33800)  0.0926
H (-0.77454, 7.27319, -2.86819)  0.1860
H (-0.36829, 6.93442, -1.38425)  0.1909
C (1.19474, 7.45871, -2.64382)  0.0497
H (1.04531, 4.17615, -1.38880)  0.0927
H (-0.17068, 3.39128, -2.32329)  0.1030
H (-0.62482, 4.51870, -0.99104)  0.0871
H (0.98994, 8.45574, -2.25384)  0.1170
H (1.50793, 7.50861, -3.68666)  0.1288
H (1.94158, 7.02842, -1.97661)  0.1176
C (-5.16486, -0.30551, 2.75939)  0.0422
C (-4.07739, -0.94483, 2.06758)  -0.3185
O (-3.48633, -0.38334, 1.12699)  0.0788
N (-3.56040, -2.24525, 2.68383)  0.1355
H (-3.38555, -2.13450, 3.67240)  0.1767
H (-4.14518, -3.06034, 2.80111)  0.1863
C (-2.27885, -2.79775, 2.04907)  0.0342
H (-6.19608, -0.64225, 2.65316)  0.1247
H (-5.32370, 0.72664, 2.44707)  0.1057
H (-4.95353, -0.35877, 3.82738)  0.1256
H (-2.34445, -3.12330, 1.01089)  0.0888
H (-1.79192, -3.47979, 2.74608)  0.1207
H (-1.62526, -1.92546, 2.05147)  0.0625
C (4.54274, 2.09396, 2.92139)  0.0425
C (3.16388, 2.30699, 3.54815)  -0.2871
O (2.86681, 2.26379, 4.76208)  0.1283
N (2.03675, 2.59333, 2.52926)  0.0706
H (2.46161, 2.63997, 1.61415)  0.0989
H (1.31080, 1.89539, 2.60663)  0.0883
C (1.36000, 3.89358, 2.71453)  0.0277
H (4.38530, 1.45036, 2.05589)  0.0703
H (5.13822, 1.49755, 3.61263)  0.0993
H (5.06910, 3.02011, 2.69054)  0.1096
H (2.12418, 4.67082, 2.71980)  0.1143
H (0.82637, 3.71639, 3.64830)  0.1108
H (0.62927, 3.95311, 1.90794)  0.0952
C (-4.15881, -2.33001, -1.42658)  0.0359
C (-3.58838, -3.69673, -1.79305)  -0.2653
O (-3.88162, -4.79137, -1.22791)  0.1318
N (-2.43916, -3.73912, -2.83751)  0.1068
H (-1.64553, -3.20693, -2.51037)  0.0877
H (-2.04098, -4.66099, -2.94574)  0.1661
C (-2.92130, -3.50963, -4.28174)  0.0402
H (-5.16855, -2.20707, -1.81827)  0.1136
H (-3.59778, -1.39754, -1.48861)  0.0636
H (-4.36901, -2.45598, -0.36449)  0.0722
H (-3.78988, -4.14881, -4.44023)  0.1116
H (-2.16690, -3.79635, -5.01439)  0.1020
H (-3.17403, -2.47173, -4.49855)  0.1001
C (3.27151, -1.47725, 1.82905)  0.0223
C (3.13777, -1.84880, 3.27084)  -0.3044
O (4.04492, -1.69223, 4.10166)  0.1451
N (1.78632, -2.54536, 3.61276)  0.0983
H (1.04324, -1.86302, 3.56424)  0.1017
H (1.65766, -3.22886, 2.88038)  0.1217
C (1.82015, -3.33778, 4.90626)  0.0306
H (3.28697, -2.44301, 1.32389)  0.0940
H (4.18384, -0.89512, 1.69913)  0.0992
H (2.51581, -0.80466, 1.42331)  0.0718
H (2.61646, -4.07619, 4.81280)  0.1060
H (0.87036, -3.87250, 4.89698)  0.0975
H (1.95406, -2.75777, 5.81936)  0.1141
C (2.54729, -0.98992, -2.58598)  0.0348
C (2.75662, -2.46903, -2.83332)  -0.3560
O (3.71635, -3.08816, -2.38883)  0.1588
N (1.55125, -3.17838, -3.40597)  0.0928
H (1.57675, -4.05407, -2.90335)  0.1549
H (0.75320, -2.69650, -3.01738)  0.0779
C (1.55290, -3.20490, -4.95333)  0.0785
H (3.29314, -0.63798, -1.87326)  0.0971
H (1.55807, -0.72599, -2.21196)  0.0573
H (2.81666, -0.49666, -3.51991)  0.1143
H (2.60786, -3.26584, -5.22062)  0.1130
H (1.22996, -2.21175, -5.26553)  0.0779
H (0.89495, -4.01729, -5.26192)  0.1051
O (-1.60701, 1.04134, 4.16446)  0.1238
C (-0.60778, 0.20877, 3.88328)  -0.7924
O (0.25916, 0.47494, 2.99024)  -0.0950
O (-0.60407, -0.94624, 4.33192)  -0.0290
H (-1.47518, 1.82623, 3.62765)  0.0650
O (2.76043, 2.10666, -2.24523)  0.0993
C (2.86118, 2.04124, -0.93146)  -0.8936
O (3.47226, 2.95244, -0.42869)  0.0116
O (2.23801, 1.18441, -0.22743)  -0.1514
H (3.19184, 2.94708, -2.41601)  0.1169
O (-3.91142, 2.68640, 1.14152)  0.0307
C (-2.61958, 2.82683, 1.32397)  -0.8810
O (-2.19297, 3.25328, 2.42633)  -0.0120
O (-1.81580, 2.61614, 0.38458)  -0.1387
H (-4.13663, 2.89527, 2.05106)  0.1190
O (-0.34739, 0.16897, -5.03070)  0.1531
C (-0.87487, -0.15957, -3.87557)  -0.8749
O (-1.43389, 0.60560, -3.13067)  -0.0553
O (-0.60825, -1.33305, -3.48464)  -0.1005
H (-0.11779, -0.68318, -5.40851)  0.0959
O (1.52582, -4.17458, -0.44855)  0.1274
C (0.56203, -3.31884, -0.11109)  -0.8542
O (0.61328, -2.80358, 1.01112)  -0.0406
O (-0.35560, -3.16822, -0.93462)  -0.0557
H (1.87435, -4.17997, 0.44593)  0.1083

***

(4)
Formula: C4H9NO2
Source: the Open Molecules 2025 dataset
Level of theory: ωB97M-V/def2-TZVPD

calculated total energy	-363.01871	a.u.
relative energy (zero: lowest compared OMol25 entry of this formula, charge and spin)	1.818	eV
SMILES	C/N=C/OCCO
highest occupied orbital energy	-9.850	eV
lowest unoccupied orbital energy	0.98	eV

Last column: Löwdin charge in e.
Geometry (Å):
C (-1.98355, -0.41788, 1.61435)  -0.1169
N (-0.95455, -0.26129, 0.60593)  -0.0107
C (-0.10976, -1.19275, 0.46786)  -0.2416
O (0.89889, -1.19294, -0.40188)  -0.0511
C (0.94993, -0.18429, -1.43104)  -0.1486
C (1.21880, 1.24518, -0.96417)  -0.2635
O (0.07194, 1.98699, -0.66259)  -0.0870
H (-1.84022, 0.33782, 2.39455)  0.0806
H (-2.96494, -0.24103, 1.16353)  0.0779
H (-1.99015, -1.41147, 2.08824)  0.0741
H (-0.10210, -2.11666, 1.05912)  0.1460
H (1.77235, -0.52828, -2.06344)  0.1240
H (0.01482, -0.21170, -2.00239)  0.1334
H (1.94022, 1.21107, -0.12957)  0.1250
H (1.71277, 1.76101, -1.79621)  0.1196
H (-0.48416, 1.39908, -0.11401)  0.0387